{
  "formula": "C34H57MgN4OP2",
  "method": "ωB97M-V with the def2-TZVPD basis set",
  "species": ["C", "C", "C", "C", "C", "H", "H", "H", "N", "P", "P", "C", "H", "H", "C", "H", "C", "C", "C", "C", "C", "H", "H", "H", "C", "H", "H", "H", "C", "H", "H", "H", "C", "H", "H", "H", "C", "H", "H", "H", "C", "H", "H", "H", "C", "H", "H", "H", "C", "H", "H", "H", "C", "H", "H", "H", "C", "H", "H", "H", "C", "H", "H", "H", "C", "H", "H", "H", "Mg", "C", "O", "N", "C", "C", "C", "C", "C", "H", "H", "H", "H", "H", "H", "H", "H", "H", "N", "C", "C", "C", "C", "C", "N", "H", "H", "H", "H", "H", "H"],
  "positions_angstrom": [[2.0700, -1.1363, -1.6681], [1.4253, 0.9101, -2.6350], [2.9853, -1.3312, -2.6971], [2.1043, 0.5772, -3.8419], [2.9398, -0.5256, -3.8413], [3.6554, -2.1772, -2.6086], [2.0062, 1.2601, -4.6915], [3.5497, -0.7717, -4.7130], [1.2459, -0.0759, -1.6624], [0.3539, -2.4595, 0.2166], [0.4001, 2.7877, -0.8152], [1.9916, -2.2105, -0.5776], [2.3185, -3.1771, -0.9977], [2.7331, -1.9709, 0.1998], [1.0367, 2.2720, -2.4017], [0.8878, 2.8642, -3.3139], [-1.4230, 3.6445, -0.8238], [1.8932, 4.0027, -0.5634], [-0.4913, -3.7366, -0.9625], [0.8334, -3.3457, 1.8424], [-2.5170, 2.7321, -0.2398], [-2.3545, 2.4997, 0.8161], [-3.4800, 3.2665, -0.3021], [-2.6434, 1.7915, -0.7974], [-1.4162, 4.9239, 0.0226], [-1.2021, 4.7146, 1.0794], [-0.7215, 5.6853, -0.3497], [-2.4251, 5.3653, -0.0131], [-1.8230, 3.9425, -2.2694], [-2.7209, 4.5871, -2.2466], [-1.0391, 4.4493, -2.8491], [-2.1070, 3.0237, -2.8028], [1.8781, 4.6206, 0.8402], [2.0248, 3.8598, 1.6223], [2.7253, 5.3217, 0.8862], [0.9621, 5.1830, 1.0561], [3.2220, 3.2306, -0.7165], [3.2388, 2.3140, -0.1093], [3.4264, 2.9705, -1.7626], [4.0380, 3.8837, -0.3641], [1.7917, 5.0730, -1.6534], [1.8514, 4.6288, -2.6524], [0.8636, 5.6507, -1.5838], [2.6369, 5.7664, -1.5383], [-0.4610, -3.8431, 2.5151], [-0.2185, -4.1397, 3.5494], [-1.2326, -3.0568, 2.5526], [-0.8862, -4.7269, 2.0170], [1.5084, -2.3235, 2.7740], [2.4519, -1.9429, 2.3625], [0.8553, -1.4781, 3.0220], [1.7556, -2.8437, 3.7146], [1.8239, -4.5080, 1.6663], [2.7341, -4.2037, 1.1336], [2.1220, -4.8428, 2.6724], [1.3929, -5.3780, 1.1633], [-0.2448, -3.2802, -2.4130], [0.7929, -3.4685, -2.7277], [-0.9038, -3.8542, -3.0863], [-0.4759, -2.2142, -2.5571], [-2.0105, -3.7100, -0.6818], [-2.4447, -2.7273, -0.9062], [-2.5031, -4.4394, -1.3483], [-2.2495, -3.9807, 0.3588], [-0.0055, -5.1823, -0.8223], [1.0767, -5.2773, -0.9760], [-0.2959, -5.6367, 0.1337], [-0.4978, -5.7745, -1.6116], [-0.5231, 0.0588, -0.2694], [1.4539, 0.6280, 1.1099], [2.3481, 0.8321, 1.8127], [-2.4325, -0.5807, -1.5251], [-2.9364, -0.7585, -2.5914], [-2.9697, -0.3816, -4.0975], [-2.0438, 0.8057, -4.2787], [-2.4614, -1.5225, -4.9642], [-4.3610, 0.0477, -4.5332], [-2.4814, 1.6749, -3.7768], [-1.0474, 0.5992, -3.8678], [-1.9354, 1.0644, -5.3363], [-2.9922, -2.4580, -4.7537], [-2.6447, -1.2589, -6.0143], [-1.3771, -1.6612, -4.8296], [-4.3860, 0.2134, -5.6160], [-5.1034, -0.7204, -4.3048], [-4.6113, 0.9912, -4.0379], [-2.7513, -1.3083, 1.7195], [-2.3305, -0.1914, 2.4122], [-2.9062, 0.1099, 3.6637], [-2.4915, 1.2532, 4.3336], [-1.4706, 2.0195, 3.7584], [-0.9010, 1.6202, 2.5564], [-1.3351, 0.5345, 1.8522], [-3.5576, -1.7811, 2.1108], [-2.7284, -1.2813, 0.6971], [-3.6911, -0.5509, 4.0379], [-2.9523, 1.5519, 5.2752], [-1.1163, 2.9331, 4.2310], [-0.0848, 2.2014, 2.1217]],
  "lowdin_charge": [-0.3696, -0.3831, -0.0749, -0.0538, -0.0661, 0.1048, 0.1132, 0.1120, -0.0027, 1.0962, 1.0850, -0.2866, 0.0875, 0.0895, -0.3137, 0.0651, -0.6434, -0.6782, -0.6570, -0.6715, -0.1097, 0.0499, 0.1001, 0.0436, -0.1041, 0.0751, 0.0659, 0.0903, -0.0999, 0.0943, 0.0811, 0.0374, -0.1021, 0.0733, 0.0874, 0.0552, -0.0864, 0.0598, 0.0805, 0.0934, -0.0958, 0.0685, 0.0628, 0.0937, -0.0945, 0.0945, 0.0543, 0.0700, -0.1057, 0.0708, 0.0716, 0.0958, -0.0837, 0.0834, 0.0961, 0.0562, -0.0936, 0.0890, 0.0946, 0.0524, -0.1098, 0.0162, 0.0955, 0.0693, -0.0935, 0.0841, 0.0701, 0.0965, 0.4880, -0.0768, 0.1007, 0.1552, 0.0121, -0.5748, -0.0401, -0.0436, -0.0440, 0.0596, 0.0816, 0.1160, 0.0964, 0.1010, 0.0900, 0.1018, 0.0957, 0.0945, 0.1278, -0.3606, -0.0016, -0.0363, -0.0508, -0.1586, 0.0358, 0.1123, 0.0406, 0.1196, 0.1211, 0.1140, 0.0769],
  "relative_energy_ev": 0.000,
  "lumo_ev": -2.93,
  "energy_ev": -68209.498,
  "total_charge": 1,
  "gap_ev": 5.61,
  "e_homo_ev": -8.54
}

=====

{
  "formula": "C34H57N3O2SSiYb",
  "method": "ωB97M-V with the def2-TZVPD basis set",
  "species": ["O", "O", "C", "C", "H", "H", "H", "H", "H", "C", "C", "H", "H", "H", "H", "H", "C", "C", "C", "H", "H", "H", "H", "H", "C", "H", "H", "H", "H", "H", "H", "N", "C", "C", "C", "C", "H", "H", "H", "C", "H", "H", "H", "N", "C", "C", "C", "C", "H", "C", "H", "C", "H", "C", "C", "C", "C", "C", "C", "H", "C", "H", "C", "H", "C", "C", "Yb", "H", "H", "H", "H", "H", "H", "H", "H", "H", "H", "H", "H", "H", "C", "Si", "H", "H", "C", "C", "C", "H", "H", "H", "H", "H", "H", "H", "H", "H", "S", "C", "N"],
  "positions_angstrom": [[-0.9247, 1.3543, -0.0643], [0.7304, 1.0332, -3.8994], [-2.1603, 1.9806, -0.5257], [-2.5540, 3.2338, 0.2227], [-2.9159, 1.1882, -0.4115], [-2.0511, 2.1699, -1.6062], [-2.5559, 3.0846, 1.3075], [-3.5715, 3.5082, -0.0819], [-1.9005, 4.0761, -0.0246], [0.2372, 2.1891, 0.2066], [0.6960, 2.9920, -0.9882], [1.0285, 1.4836, 0.5151], [0.0115, 2.8455, 1.0638], [0.8513, 2.3709, -1.8753], [1.6529, 3.4637, -0.7467], [-0.0201, 3.7813, -1.2420], [1.9016, 0.2977, -4.3233], [0.3100, 2.0661, -4.8078], [3.1190, 0.6508, -3.5002], [2.0966, 0.4755, -5.3951], [1.6807, -0.7703, -4.1839], [3.3292, 1.7275, -3.5457], [3.9797, 0.1061, -3.9038], [2.9874, 0.3452, -2.4532], [1.3460, 3.1555, -5.0023], [-0.6161, 2.4810, -4.3842], [0.0598, 1.6069, -5.7789], [1.7077, 3.5521, -4.0474], [0.8979, 3.9783, -5.5641], [2.2002, 2.7842, -5.5780], [-0.8303, 0.2801, -2.2947], [-0.3586, 0.0701, 3.6365], [-0.0228, -0.7765, 4.6144], [0.5335, -2.0333, 4.3674], [0.9404, -2.5576, 3.1331], [-0.1915, -0.4050, 6.0656], [-1.0104, 0.3104, 6.2093], [0.7442, 0.0260, 6.4607], [-0.4260, -1.3166, 6.6303], [1.6143, -3.9020, 3.1550], [2.5503, -3.8887, 2.5861], [0.9584, -4.6831, 2.7494], [1.8409, -4.1530, 4.1953], [0.7395, -1.9347, 1.9768], [-0.4269, 1.4603, 3.8960], [-1.6936, 2.0987, 3.9109], [-2.9694, 1.3267, 3.7279], [-1.7620, 3.4661, 4.1704], [-2.7470, 3.9386, 4.2220], [-0.6030, 4.2032, 4.4206], [-0.6638, 5.2684, 4.6339], [0.6402, 3.5688, 4.4057], [1.5454, 4.1391, 4.6261], [0.7565, 2.2120, 4.1336], [2.1147, 1.5756, 4.1675], [1.2737, -2.3624, 0.7356], [0.5545, -3.2741, -0.0773], [-0.8029, -3.7498, 0.3298], [1.0951, -3.6852, -1.2914], [0.5259, -4.4097, -1.8878], [2.3211, -3.1866, -1.7257], [2.7461, -3.5402, -2.6682], [3.0112, -2.2509, -0.9482], [3.9697, -1.8453, -1.2849], [2.4965, -1.8184, 0.2714], [3.2065, -0.7749, 1.0834], [-0.8880, -0.4549, 1.4047], [-3.3963, 1.4591, 2.7220], [-3.7317, 1.7081, 4.4299], [-2.8597, 0.2484, 3.8951], [2.2820, 0.8200, 3.3860], [2.3345, 1.1095, 5.1446], [2.8674, 2.3670, 4.0208], [-1.1193, -4.5710, -0.3311], [-1.5790, -2.9644, 0.2210], [-0.8391, -4.1054, 1.3704], [3.2279, -1.0200, 2.1567], [2.7339, 0.2210, 0.9830], [4.2478, -0.6682, 0.7423], [0.6748, -2.6749, 5.2344], [-0.9740, -0.8227, -2.3214], [-1.7291, -1.4227, -3.9500], [0.0178, -1.2636, -2.1697], [-1.6142, -1.1353, -1.4839], [-2.9706, -0.1624, -4.5920], [-2.5324, -3.0973, -3.6468], [-0.4936, -1.7306, -5.3407], [-1.0250, -1.9124, -6.2879], [0.1315, -2.6105, -5.1217], [0.1690, -0.8710, -5.5059], [-3.8207, -0.0695, -3.8988], [-3.3666, -0.4599, -5.5763], [-2.5025, 0.8288, -4.7013], [-3.0048, -3.1441, -2.6559], [-1.7813, -3.8998, -3.7114], [-3.3032, -3.2893, -4.4085], [-3.3475, -1.5496, 1.6112], [-2.7364, -2.4176, 2.8808], [-2.2950, -3.0525, 3.7817]],
  "lowdin_charge": [-0.3673, -0.2367, -0.2200, -0.0455, 0.1185, 0.1267, 0.0643, 0.1026, 0.0825, -0.2309, -0.0381, 0.1007, 0.1232, 0.0666, 0.1004, 0.0842, -0.2730, -0.2665, -0.0659, 0.1275, 0.0947, 0.0731, 0.0866, 0.0615, -0.0751, 0.1128, 0.1218, 0.0730, 0.0839, 0.0791, 0.0155, -0.0565, -0.3374, -0.0539, -0.3322, 0.0057, 0.0928, 0.0950, 0.0957, 0.0065, 0.0959, 0.0968, 0.0871, -0.0768, -0.2461, -0.2410, -0.0653, -0.0523, 0.1220, -0.0603, 0.1094, -0.0450, 0.1186, -0.2193, -0.0301, -0.2582, -0.2372, -0.0559, -0.0493, 0.1213, -0.0608, 0.1143, -0.0471, 0.1168, -0.2184, -0.0382, 1.6749, 0.0564, 0.1008, 0.0416, 0.0583, 0.0901, 0.0872, 0.0976, 0.0009, 0.0744, 0.0808, 0.0611, 0.0918, 0.1129, -0.1675, 0.4798, 0.0247, 0.0033, -0.1756, -0.1809, -0.1711, 0.0462, 0.0382, -0.0031, 0.0317, 0.0405, 0.0170, 0.0250, 0.0287, 0.0382, 0.5141, -0.8998, 0.1049],
  "multiplicity": 2,
  "relative_energy_ev": 0.000,
  "lumo_ev": [-2.48, -4.19],
  "energy_ev": -94988.089,
  "s_squared": 0.75,
  "total_charge": 1,
  "gap_ev": [8.21, 6.51],
  "e_homo_ev": [-10.70, -10.70]
}